Entry 1:
Entry from OMol25: C51H95BF6Hg2N5O19S2 as an isolated structure (ωB97M-V with the def2-TZVPD basis set).

Each line ends with the Löwdin charge.
Positions of all 181 atoms, in Å:
Hg1 1.97 4.38 -0.16  1.34
Hg2 -0.38 1.88 -3.66  1.33
S1 3.15 2.53 -3.02  0.63
S2 0.06 1.16 -0.32  0.60
F1 5.40 1.91 -1.87  0.11
F2 5.10 0.57 -3.48  0.22
F3 1.83 -0.82 0.03  0.12
F4 3.75 0.29 -1.75  0.11
F5 1.32 -0.02 1.94  0.12
F6 0.00 -1.44 0.88  0.15
O1 1.02 2.33 -0.25  -0.44
O2 1.86 1.87 -3.47  -0.44
O3 -2.07 2.67 -2.23  0.02
O4 3.87 3.73 1.03  -0.10
O5 -3.70 4.21 -1.67  0.28
O6 -6.03 6.47 1.48  0.11
O7 -4.83 -5.64 0.11  -0.01
O8 -0.26 4.69 -0.88  -0.02
O9 -1.41 -0.89 7.86  0.01
O10 -2.28 5.78 -0.62  0.29
O11 -1.16 1.40 0.43  -0.29
O12 -4.43 6.51 -1.55  0.28
O13 -4.39 5.25 0.41  0.24
O14 -6.01 8.00 -1.16  0.13
O15 0.29 -0.32 -4.31  -0.10
O16 3.70 3.28 -4.15  -0.28
O17 -0.24 0.86 -1.71  -0.41
O18 2.80 3.37 -1.87  -0.43
O19 2.26 -3.02 -2.73  -0.03
N1 -4.86 -4.31 0.39  -0.17
N2 -1.29 0.20 7.06  -0.15
N3 3.55 4.79 1.80  -0.15
N4 2.75 -4.35 -2.47  -0.12
N5 -0.77 -0.08 -5.28  -0.09
C1 -6.45 -4.60 2.36  0.00
C2 -4.34 -3.93 -2.09  0.00
C3 4.46 1.17 -2.53  -0.57
C4 4.67 5.80 1.75  -0.43
C5 -1.52 -2.38 -4.78  -0.01
C6 0.39 -5.23 -2.38  -0.02
C7 -1.79 -0.97 5.04  -0.04
C8 4.66 6.27 0.29  -0.05
C9 -4.24 -2.04 -0.36  -0.16
C10 -5.23 6.26 0.55  -0.32
C11 0.60 1.31 -6.69  -0.03
C12 2.58 5.63 3.89  -0.13
C13 2.45 -6.81 -2.44  -0.12
C14 -3.90 -4.24 2.62  -0.04
C15 -2.65 -0.34 -3.66  -0.03
C16 -2.35 -0.96 -7.55  -0.18
C17 0.66 -1.24 -6.98  -0.01
C18 -5.24 7.10 -0.81  -0.40
C19 4.22 -4.37 -2.38  -0.44
C20 3.71 6.66 3.95  -0.19
C21 2.99 4.39 3.13  -0.46
C22 4.63 -3.62 -1.14  -0.05
C23 -0.74 2.62 5.44  -0.18
C24 -3.97 -3.56 -0.59  -0.44
C25 4.94 -3.83 -3.71  -0.02
C26 -2.44 1.53 8.84  -0.02
C27 1.88 -5.40 -4.53  -0.01
C28 -2.44 3.76 -1.79  -0.27
C29 -1.52 4.80 -1.04  -0.24
C30 0.63 -0.51 5.70  -0.02
C31 0.04 1.83 8.32  -0.04
C32 -0.81 -0.03 5.69  -0.49
C33 -0.21 -0.04 -6.65  -0.46
C34 4.72 -5.90 -2.20  -0.12
C35 -0.91 1.26 4.76  -0.13
C36 -1.31 1.49 7.76  -0.50
C37 -1.96 -0.91 -4.94  -0.43
C38 -2.54 -3.71 -0.28  -0.06
C39 3.85 3.41 4.02  0.02
C40 -4.30 -1.44 1.02  -0.17
C41 -1.63 2.61 6.71  -0.13
C42 1.87 -5.46 -2.95  -0.44
C43 6.02 5.21 2.19  0.02
C44 1.66 3.69 2.81  -0.04
C45 -1.36 0.15 -7.70  -0.13
C46 -5.27 -2.32 1.87  -0.13
C47 4.18 7.07 2.56  -0.11
C48 -5.18 -3.85 1.76  -0.43
C49 -3.04 -0.92 -6.14  -0.08
C50 3.95 -7.04 -2.81  -0.19
C51 0.81 -0.38 0.73  -0.56
B1 -3.69 5.47 -0.87  -0.86
H1 4.83 -2.76 -3.90  0.06
H2 5.06 7.64 2.87  0.12
H3 0.18 2.18 -6.18  0.06
H4 -4.54 -0.38 1.11  0.12
H5 1.78 2.92 2.04  0.05
H6 -1.53 1.25 3.87  0.12
H7 -2.91 -4.03 2.22  0.06
H8 -0.91 -2.50 -3.88  0.08
H9 -3.71 -0.07 -6.02  0.11
H10 4.62 5.43 -0.40  0.07
H11 -1.53 3.63 7.10  0.11
H12 4.63 3.39 1.50  0.09
H13 4.63 -2.56 -1.42  0.06
H14 1.71 6.13 3.45  0.13
H15 -6.28 -2.05 1.58  0.11
H16 -4.36 -5.00 -2.31  0.08
H17 -3.08 -0.87 -8.35  0.12
H18 6.92 5.47 1.64  0.10
H19 3.84 6.91 -0.04  0.08
H20 6.00 -4.09 -3.74  0.07
H21 4.40 2.61 3.51  0.08
H22 1.14 -1.65 -6.10  0.08
H23 6.34 5.45 3.20  0.09
H24 1.30 -6.26 -4.88  0.08
H25 -1.83 1.13 -7.61  0.13
H26 0.30 2.74 5.78  0.09
H27 -3.65 -0.71 -3.44  0.10
H28 2.93 -5.48 -4.82  0.06
H29 -2.02 -3.12 0.47  0.07
H30 5.51 6.91 0.06  0.10
H31 0.20 -5.43 -1.33  0.08
H32 -2.34 0.83 9.67  0.08
H33 -0.94 0.03 -8.70  0.13
H34 0.20 -2.18 -7.26  0.08
H35 5.92 4.13 2.25  0.07
H36 0.52 -1.22 -4.54  0.07
H37 -1.96 -1.85 5.66  0.07
H38 4.62 3.99 4.53  0.08
H39 -3.30 -1.67 1.39  0.09
H40 -3.98 -3.91 3.65  0.07
H41 -3.76 -1.73 -6.10  0.12
H42 1.50 -1.09 -7.65  0.11
H43 -1.95 -3.73 -1.19  0.06
H44 1.39 -4.48 -4.86  0.07
H45 -5.67 -5.57 -0.34  0.11
H46 -3.98 -5.32 2.65  0.08
H47 -0.02 1.20 4.14  0.07
H48 -6.59 -5.57 1.89  0.07
H49 -2.43 -2.88 -4.47  0.08
H50 1.55 1.02 -6.24  0.08
H51 0.92 4.40 2.43  0.09
H52 1.07 -0.61 4.71  0.06
H53 -1.99 -1.96 -7.75  0.10
H54 -1.04 3.37 4.72  0.11
H55 -3.48 -1.48 -0.91  0.10
H56 0.16 2.79 8.81  0.09
H57 -3.38 1.21 8.39  0.08
H58 1.38 0.17 6.11  0.08
H59 0.09 -4.20 -2.56  0.04
H60 0.53 -1.52 6.10  0.09
H61 4.92 -6.02 -1.13  0.11
H62 -2.36 -4.74 0.02  0.09
H63 -1.64 -1.33 4.03  0.09
H64 5.65 -5.91 -2.76  0.10
H65 -7.37 -4.03 2.21  0.07
H66 1.33 3.23 3.73  0.08
H67 3.28 2.89 4.79  0.09
H68 -2.67 2.37 6.50  0.12
H69 -1.27 -2.87 -5.72  0.09
H70 2.36 -7.00 -1.37  0.12
H71 4.23 -8.09 -2.74  0.12
H72 -2.67 0.75 -3.65  0.05
H73 3.95 -3.71 -0.30  0.09
H74 -2.18 -1.35 7.52  0.10
H75 -2.12 -0.51 -2.72  0.06
H76 -6.37 -4.92 3.40  0.08
H77 5.62 -3.77 -0.71  0.09
H78 2.15 -2.70 -1.83  0.07
H79 -0.18 -5.98 -2.94  0.08
H80 2.51 5.49 4.97  0.14
H81 3.50 7.74 2.03  0.12
H82 -5.19 -1.77 -0.82  0.12
H83 0.90 1.68 -7.67  0.10
H84 -2.75 -0.47 5.15  0.10
H85 -5.33 -3.57 -2.37  0.08
H86 -4.92 -1.97 2.84  0.11
H87 4.54 -4.25 -4.63  0.06
H88 4.10 -7.01 -3.89  0.10
H89 4.55 6.45 4.61  0.11
H90 0.81 1.57 7.59  0.06
H91 -3.56 -3.55 -2.74  0.05
H92 0.18 1.06 9.09  0.09
H93 -2.49 2.57 9.17  0.09
H94 3.34 7.60 4.37  0.12
H95 2.04 -7.58 -3.10  0.11

As for the total charge: +1. The total energy is -5430.22748 Ha. The lowest unoccupied orbital energy comes out at -5.16 eV. The gap between HOMO and LUMO comes out at 4.049 eV.



Entry 2:
Entry from OMol25: a single C7H14 molecule (ωB97M-V with the def2-TZVPD basis set).

Each line ends with the Löwdin charge.
Positions of all 21 atoms, in Å:
C1 0.92 -0.84 -0.85  -0.11
C2 0.11 1.20 -2.13  -0.06
C3 -1.01 -0.86 0.29  -0.25
C4 1.12 0.36 1.50  -0.05
C5 -1.80 -0.45 1.48  -0.14
C6 0.25 0.11 0.25  -0.32
C7 0.89 0.61 -1.01  -0.35
H1 1.87 1.04 -0.82  0.14
H2 2.17 0.08 1.32  0.08
H3 1.78 -1.35 -0.46  0.10
H4 1.15 1.41 1.83  0.08
H5 0.85 -0.21 2.39  0.06
H6 -0.88 -1.97 0.39  0.12
H7 -1.96 0.62 1.38  0.09
H8 -1.20 -0.63 2.37  0.06
H9 -2.72 -1.02 1.54  0.07
H10 0.65 1.07 -3.07  0.08
H11 -0.05 2.26 -1.94  0.08
H12 -1.63 -0.76 -0.61  0.11
H13 0.35 -1.42 -1.60  0.12
H14 -0.86 0.72 -2.26  0.08

The total energy is -275.01779 Ha. The lowest unoccupied orbital energy comes out at 1.11 eV. The gap between HOMO and LUMO comes out at 9.373 eV.



Entry 3:
Entry from OMol25: a single C4H7NS molecule (ωB97M-V with the def2-TZVPD basis set).

Each line ends with the Löwdin charge.
Positions of all 13 atoms, in Å:
S1 -1.06 1.47 -0.64  0.80
N1 -0.56 -0.59 1.17  -0.03
C1 0.77 1.24 -0.21  -0.46
C2 -0.15 0.33 0.42  -0.57
C3 -1.86 -1.08 1.41  -0.16
C4 1.35 0.69 -1.51  -0.16
H1 -2.18 -0.88 2.52  0.11
H2 1.88 1.42 -2.17  0.07
H3 -2.56 -0.51 0.76  0.05
H4 -2.03 -2.17 1.13  0.10
H5 0.41 0.35 -2.13  0.07
H6 1.06 2.05 0.33  0.07
H7 2.09 -0.19 -1.45  0.10

The total energy is -609.46343 Ha. The lowest unoccupied orbital energy comes out at 0.84 eV. The gap between HOMO and LUMO comes out at 9.620 eV.



Entry 4:
Entry from OMol25: C30H75ClN5O4Rb as an isolated structure (ωB97M-V with the def2-TZVPD basis set).

Each line ends with the Löwdin charge.
Positions of all 116 atoms, in Å:
Rb1 -0.79 -0.63 1.09  0.78
Cl1 0.97 2.15 0.18  0.66
O1 -0.15 1.52 -0.50  -0.50
O2 0.67 3.57 0.37  -0.33
O3 2.16 1.97 -0.61  -0.34
O4 1.15 1.45 1.45  -0.46
N1 -3.32 4.44 0.04  -0.18
N2 4.70 2.50 -3.72  -0.18
N3 -0.45 -2.31 3.76  -0.20
N4 1.75 -2.50 -0.07  -0.17
N5 -2.91 -2.09 -0.74  -0.21
C1 0.06 -1.47 4.82  -0.27
C2 -2.87 -2.05 4.36  -0.07
C3 0.99 -1.58 -2.29  -0.06
C4 7.13 2.63 -4.16  -0.10
C5 -3.14 2.23 1.17  -0.07
C6 3.52 -1.26 1.40  -0.03
C7 -2.61 3.68 1.06  -0.23
C8 5.88 3.36 -3.71  -0.29
C9 -3.14 5.23 -2.22  -0.10
C10 3.50 3.26 -3.47  -0.28
C11 2.33 -4.49 -1.61  -0.07
C12 -3.85 -1.91 0.34  -0.29
C13 -1.71 -3.01 4.20  -0.23
C14 2.99 -2.61 0.75  -0.22
C15 -1.99 -4.21 0.27  -0.09
C16 0.43 -3.38 3.24  -0.27
C17 4.84 1.33 -2.80  -0.23
C18 -3.36 -1.46 -2.02  -0.22
C19 -3.44 0.06 -1.89  -0.07
C20 -2.67 -3.54 -0.89  -0.26
C21 -2.41 5.11 -0.93  -0.25
C22 2.19 2.66 -4.07  -0.08
C23 1.97 -1.54 -1.16  -0.28
C24 5.29 1.67 -1.40  -0.10
C25 1.05 -4.38 4.22  -0.05
C26 -4.23 5.44 0.63  -0.29
C27 -5.38 4.81 1.35  -0.09
C28 1.40 -3.83 -0.60  -0.27
C29 1.41 -0.89 4.44  -0.07
C30 -5.24 -2.58 0.30  -0.05
H1 -2.53 5.54 -3.04  0.06
H2 7.93 3.34 -4.36  0.07
H3 -4.32 -1.91 -2.40  0.13
H4 -2.88 1.71 0.24  0.04
H5 1.50 3.50 -4.10  0.07
H6 3.23 -4.78 -1.13  0.06
H7 -2.64 -1.82 -2.72  0.10
H8 1.70 1.92 -3.46  0.03
H9 0.21 -1.98 5.77  0.12
H10 -2.72 -1.36 5.16  0.06
H11 -1.60 3.61 0.75  0.06
H12 1.78 -3.84 4.83  0.08
H13 4.69 2.46 -0.94  0.07
H14 1.25 -4.50 0.25  0.11
H15 3.73 -3.14 0.16  0.10
H16 2.77 -3.22 1.61  0.09
H17 -3.35 -2.17 1.26  0.07
H18 -4.58 6.05 -0.19  0.09
H19 -1.93 -3.58 -1.71  0.11
H20 1.83 -5.37 -2.06  0.09
H21 -0.11 -3.91 2.48  0.09
H22 -1.47 -3.48 5.14  0.10
H23 2.50 -3.85 -2.47  0.06
H24 -4.00 -0.85 0.35  0.08
H25 3.64 4.27 -3.93  0.11
H26 -2.49 1.82 1.94  0.06
H27 -4.19 2.17 1.46  0.07
H28 -2.00 -3.80 3.50  0.11
H29 -3.58 4.25 -2.43  0.08
H30 1.59 -5.08 3.60  0.08
H31 3.00 -1.55 -1.55  0.13
H32 -5.04 4.14 2.15  0.07
H33 -2.60 -4.21 1.15  0.05
H34 2.81 -0.94 2.17  0.04
H35 -1.55 4.47 -0.94  0.09
H36 -5.79 -2.18 1.14  0.07
H37 -2.06 6.13 -0.57  0.14
H38 5.52 0.63 -3.30  0.10
H39 3.25 3.54 -2.41  0.12
H40 -4.25 0.47 -1.29  0.08
H41 -5.84 -2.33 -0.61  0.09
H42 -1.87 -5.31 -0.05  0.12
H43 3.87 0.82 -2.76  0.10
H44 -3.44 0.51 -2.91  0.10
H45 3.51 -0.45 0.65  0.06
H46 0.45 -3.69 -1.10  0.08
H47 -3.67 6.13 1.28  0.12
H48 -1.01 -3.84 0.55  0.03
H49 -2.68 4.19 2.01  0.11
H50 -3.49 -4.18 -1.18  0.12
H51 -0.04 -1.46 -1.91  0.07
H52 -0.60 -0.64 5.06  0.12
H53 0.34 -4.94 4.76  0.05
H54 2.37 2.26 -5.07  0.07
H55 7.41 1.83 -3.46  0.06
H56 1.21 -0.74 -2.85  0.05
H57 -3.01 -1.46 3.49  0.04
H58 -3.97 5.95 -2.07  0.07
H59 5.64 4.19 -4.36  0.10
H60 6.15 3.79 -2.74  0.11
H61 -3.83 -2.51 4.54  0.08
H62 -5.34 -3.62 0.50  0.05
H63 4.52 -1.38 1.83  0.08
H64 1.93 -0.52 -0.75  0.08
H65 2.15 -1.65 4.16  0.06
H66 6.34 1.97 -1.29  0.07
H67 5.25 0.79 -0.74  0.06
H68 -2.50 0.37 -1.57  0.03
H69 -5.99 5.63 1.73  0.07
H70 1.09 -2.50 -2.93  0.09
H71 1.27 -0.20 3.61  0.06
H72 -6.07 4.33 0.63  0.08
H73 1.82 -0.44 5.36  0.10
H74 6.86 2.15 -5.17  0.10
H75 1.23 -2.90 2.73  0.06

The total energy is -2246.72988 Ha. The lowest unoccupied orbital energy comes out at -0.01 eV. The gap between HOMO and LUMO comes out at 7.823 eV.



no.,F_max (Eh/bohr)
1,0.1329
2,0.0705
3,0.0774
4,0.0451